Formula: C4H16N2O2
Source: OMol25
Level of theory: ωB97M-V/def2-TZVPD

Geometry as XYZ:
```
24
Properties=species:S:1:pos:R:3:forces:R:3
C 1.741134 -2.319412 -0.442123 1.28 0.17 0.60
N 2.295865 -0.977397 -0.269313 -0.60 -0.40 -0.21
C 1.373314 0.155749 -0.132679 1.67 0.45 0.43
C 0.283857 0.206746 -1.192733 -0.32 0.10 0.37
C 0.899567 0.171547 1.326062 -0.64 0.58 0.61
N 1.999151 0.562282 2.220361 0.10 0.34 -1.61
H 0.674463 -2.301465 -0.282974 -0.24 -0.14 -0.01
H 1.981086 -2.793718 -1.400421 -0.24 0.23 -0.08
H 2.203868 -2.938015 0.335407 -0.36 -0.34 -0.10
H 3.243483 -0.863995 -0.585747 -0.32 0.38 -0.24
H 2.027080 1.041124 -0.215616 -0.33 -0.09 -0.08
H -0.413714 1.047438 -1.111156 0.04 -0.11 0.60
H -0.283373 -0.721327 -1.117515 -0.21 0.15 -0.48
H 0.694957 0.370307 -2.178597 0.34 -0.53 -0.31
H 0.094607 0.907476 1.414135 -0.12 -0.13 0.11
H 0.524316 -0.813855 1.615503 -0.37 -0.10 -0.26
H 2.759722 -0.016117 1.889175 0.43 -0.06 0.80
H 1.841839 0.555378 3.215220 -0.13 -0.48 -0.14
O -5.520974 -0.218137 -1.702313 -0.33 0.39 0.97
H -6.026325 -0.151754 -0.858829 0.59 -0.08 -0.96
H -4.900076 0.526414 -1.660056 -0.24 -0.29 0.01
O -2.801157 2.586780 0.435390 0.64 0.49 -0.21
H -2.664255 3.452758 0.850849 -0.25 -0.32 0.00
H -2.028436 2.531191 -0.152029 -0.39 -0.20 0.20
```
Positions in Å, forces in eV/Å.

As for the SMILES: CN[C@@H](C)CN.O.O. The calculation puts the HOMO-LUMO gap at 8.919 eV. The energy above the lowest of the compared OMol25 structures with the same formula, charge and spin is 25.4 kcal per mole. The largest force on an atom is 1.78 eV/A.

Löwdin atomic charge list, values in e, 4 entries: -0.121 -0.110 -0.412 -0.052